Here is a structure of composition C47H42ClF2GeIN4O2Tc from the OMol25 dataset. Energies are from ωB97M-V/def2-TZVPD.

Values from the calculation:
* DFT total energy: -5300.6461 hartree
* E_HOMO (alpha / beta): -9.229 / -9.230 eV
* energy above the lowest of the compared OMol25 structures with the same formula, charge and spin: 311.4 kJ/mol
* net charge: +1

Last column: natural (NBO) charge in e.
Cartesian coordinates (Å):
Tc (0.875, -0.718, -0.157)  0.404
Cl (-5.226, -4.957, -0.357)  0.053
C (-4.043, -3.733, -0.077)  -0.024
C (-4.344, -2.658, 0.747)  -0.204
C (-3.375, -1.698, 0.965)  -0.248
C (-2.125, -1.816, 0.378)  0.231
O (-1.164, -0.790, 0.661)  -0.303
C (-1.802, -2.858, -0.505)  -0.042
C (-0.623, -3.078, -1.345)  0.056
N (0.350, -2.251, -1.505)  -0.394
C (1.321, -2.486, -2.528)  0.076
C (1.190, -3.326, -3.629)  -0.198
C (2.185, -3.327, -4.595)  -0.197
C (3.274, -2.463, -4.523)  -0.190
C (3.398, -1.585, -3.453)  -0.025
C (4.400, -0.523, -3.329)  -0.199
C (4.427, 0.329, -2.298)  -0.187
C (3.492, 0.209, -1.150)  -0.070
N (2.497, -0.827, -1.351)  -0.363
C (2.431, -1.661, -2.463)  0.251
C (-2.812, -3.820, -0.688)  -0.198
H (-5.318, -2.574, 1.207)  0.246
H (-3.607, -0.857, 1.603)  0.229
H (-0.648, -4.010, -1.901)  0.195
H (0.316, -3.948, -3.764)  0.219
H (2.087, -3.985, -5.448)  0.227
H (4.006, -2.448, -5.320)  0.225
H (5.134, -0.431, -4.120)  0.227
H (5.191, 1.092, -2.244)  0.233
H (3.917, 0.232, -0.155)  0.257
H (-2.614, -4.654, -1.346)  0.241
F (2.878, 0.721, 1.607)  -0.397
C (1.510, 0.486, 1.498)  0.334
F (0.954, 1.797, 1.561)  -0.435
H (1.263, 0.079, 2.497)  0.092
C (-3.148, 0.618, 7.497)  -0.621
C (-2.911, -0.559, 6.564)  -0.208
N (-1.520, -0.995, 6.514)  -0.413
C (-0.956, -1.657, 7.698)  -0.218
C (-0.014, -0.761, 8.486)  -0.621
C (-0.711, -0.877, 5.448)  0.649
O (0.425, -1.314, 5.386)  -0.587
C (-1.215, -0.160, 4.211)  -0.118
C (-1.569, 1.192, 4.189)  -0.101
C (-1.811, 1.841, 2.991)  -0.155
C (-1.694, 1.141, 1.807)  0.086
N (-1.373, -0.153, 1.887)  -0.002
C (-1.101, -0.826, 3.015)  0.088
H (-4.197, 0.910, 7.470)  0.229
H (-2.543, 1.481, 7.217)  0.201
H (-2.902, 0.361, 8.527)  0.223
H (-3.243, -0.325, 5.553)  0.198
H (-3.511, -1.414, 6.888)  0.211
H (-0.422, -2.545, 7.358)  0.229
H (-1.799, -1.984, 8.306)  0.203
H (0.813, -0.437, 7.856)  0.230
H (0.404, -1.313, 9.327)  0.229
H (-0.525, 0.118, 8.878)  0.204
H (-1.627, 1.739, 5.120)  0.247
H (-2.055, 2.891, 2.943)  0.254
H (-1.828, 1.553, 0.814)  0.292
H (-0.775, -1.851, 2.908)  0.280
I (3.001, -3.699, 0.370)  0.024
C (1.663, -2.157, 1.102)  -0.681
H (2.190, -1.797, 1.982)  0.210
H (0.807, -2.759, 1.443)  0.170
C (2.016, 0.539, -1.283)  -0.296
Ge (1.008, 1.521, -2.656)  1.597
C (2.088, 3.002, -3.282)  -0.475
C (3.072, 3.542, -2.456)  -0.204
C (3.813, 4.643, -2.861)  -0.208
C (3.578, 5.216, -4.102)  -0.193
C (2.592, 4.696, -4.928)  -0.225
C (1.848, 3.600, -4.518)  -0.142
C (0.396, 0.343, -4.089)  -0.447
C (1.019, 0.379, -5.337)  -0.223
C (0.582, -0.427, -6.379)  -0.153
C (-0.491, -1.284, -6.193)  -0.215
C (-1.112, -1.348, -4.954)  -0.213
C (-0.667, -0.545, -3.916)  -0.216
C (-0.541, 2.266, -1.697)  -0.474
C (-0.289, 3.204, -0.693)  -0.115
C (-1.324, 3.878, -0.061)  -0.262
C (-2.643, 3.614, -0.410)  -0.218
C (-2.916, 2.677, -1.399)  -0.236
C (-1.871, 2.022, -2.043)  -0.208
H (3.259, 3.111, -1.478)  0.214
H (4.572, 5.054, -2.209)  0.221
H (4.157, 6.071, -4.423)  0.222
H (2.399, 5.148, -5.893)  0.220
H (1.075, 3.213, -5.173)  0.206
H (1.860, 1.044, -5.502)  0.222
H (1.079, -0.381, -7.339)  0.214
H (-0.841, -1.902, -7.010)  0.221
H (-1.945, -2.022, -4.797)  0.213
H (-1.152, -0.635, -2.948)  0.202
H (0.731, 3.433, -0.409)  0.222
H (-1.098, 4.621, 0.693)  0.223
H (-3.452, 4.152, 0.068)  0.221
H (-3.938, 2.483, -1.698)  0.224
H (-2.113, 1.348, -2.856)  0.225